{
  "formula": "C31H44O35S2",
  "method": "ωB97M-V with the def2-TZVPD basis set",
  "e_tot_ha": -4637.2895,
  "homo_energy_ev": -9.66,
  "homo_lumo_gap_ev": 9.33,
  "fmax_ev_per_a": 6.2,
  "smiles": "O=S1(=O)OCCO1.O=S1(=O)OCCO1.O=C1OCCO1.O=C1OCCO1.O=C1OCCO1.O=C1OCCO1.O=C1OCCO1.O=C1OCCO1.O=C1OCCO1.O=C1OCCO1.O=C1OCCO1",
  "symbols": ["C", "O", "S", "H", "O", "O", "O", "H", "H", "C", "C", "H", "H", "H", "O", "H", "C", "H", "O", "C", "C", "H", "O", "C", "C", "O", "H", "C", "O", "O", "O", "O", "H", "H", "H", "H", "O", "H", "H", "C", "O", "H", "H", "C", "C", "O", "C", "C", "H", "H", "H", "H", "C", "C", "O", "C", "O", "O", "C", "O", "C", "C", "H", "C", "C", "O", "H", "O", "C", "C", "H", "C", "H", "O", "S", "O", "H", "C", "H", "H", "H", "H", "H", "C", "C", "H", "O", "O", "C", "O", "C", "H", "O", "O", "H", "H", "O", "H", "O", "O", "H", "O", "H", "H", "O", "C", "H", "O", "O", "H", "H", "H"],
  "xyz": [[5.183, -0.689, 0.187], [1.015, -0.586, 0.472], [-4.670, 2.385, -3.054], [4.777, 0.079, 0.845], [-2.356, 0.696, 0.735], [-5.442, -1.399, -1.468], [-1.794, 1.305, 4.858], [0.036, 1.598, 4.063], [5.364, -0.821, 5.743], [0.201, -1.694, 0.608], [2.190, 4.027, 0.680], [-4.757, 0.287, -0.482], [-0.261, -1.510, 1.578], [-6.397, -0.294, -0.083], [2.168, 6.509, -4.568], [-2.955, 4.515, 2.539], [4.337, -0.650, 5.421], [3.334, 1.099, 4.817], [0.218, -3.440, -4.072], [-1.509, -5.705, -1.337], [3.294, -1.590, 3.584], [-4.343, 4.294, 0.153], [-1.490, -6.691, -0.450], [-4.823, -1.515, 0.774], [-2.476, 1.359, -3.813], [4.865, -1.944, 0.561], [6.267, -0.634, 0.086], [1.106, 3.625, -3.225], [-0.317, -1.328, -3.958], [-5.081, 3.193, -4.175], [-2.430, -5.398, -2.064], [-0.340, -5.085, -1.352], [1.679, -2.856, -5.201], [1.394, -6.091, -0.907], [-3.286, -0.346, -2.807], [1.812, 3.772, 2.793], [3.047, 2.354, 1.997], [0.853, 2.919, -4.016], [-1.758, -1.748, -0.146], [-2.710, 4.101, 1.561], [3.089, 4.558, -3.694], [1.752, 5.021, 0.774], [0.351, -7.532, 0.261], [-3.482, 0.197, -3.731], [-0.795, -2.541, -3.942], [-5.325, 2.596, -1.740], [4.678, -0.648, -1.253], [2.075, 5.474, -3.921], [0.977, 2.550, 1.855], [2.854, 2.440, -3.481], [-4.935, 3.871, 1.647], [3.790, -0.217, 6.259], [3.982, 0.347, 4.367], [-4.556, -2.343, -1.347], [-0.502, -0.527, -1.179], [0.020, -0.321, 5.073], [-1.999, -2.759, -3.891], [-1.973, 2.819, 1.543], [0.437, 0.146, -0.500], [3.284, -3.444, -0.079], [1.149, -1.206, -3.881], [-2.681, 1.876, 0.879], [1.531, -0.815, -2.938], [-0.242, -6.619, 0.301], [3.810, -2.350, -0.192], [-3.077, 2.224, -2.856], [1.761, 3.535, -0.193], [-2.839, -0.698, 3.760], [-5.369, -0.594, -0.290], [-0.751, -1.761, -0.564], [-0.662, -2.641, -1.201], [1.403, -2.721, -4.155], [0.708, -0.419, 5.913], [3.240, -0.349, 3.425], [-2.601, -0.149, 5.085], [-1.206, -0.804, 5.663], [4.329, 0.345, -1.535], [2.581, 3.403, -3.050], [-4.060, -0.986, 1.345], [0.782, -4.915, 0.344], [0.800, -2.592, 0.760], [0.453, 3.481, -2.365], [2.116, -3.036, -3.393], [-4.091, 3.648, 0.994], [-0.333, 1.142, 4.982], [0.312, -0.820, 4.149], [-3.802, 2.368, 0.444], [0.702, 1.261, -0.922], [0.526, -5.614, -0.452], [0.931, 4.925, -3.672], [4.021, 2.948, 1.277], [-3.399, -0.458, -4.598], [-4.308, -3.197, -2.181], [2.801, -2.502, 2.896], [-0.503, -6.367, 1.329], [-1.523, 1.016, -3.410], [-3.671, -0.164, 6.056], [2.814, 3.427, -1.985], [3.597, 3.957, 0.629], [3.857, -1.792, 4.787], [5.442, -1.025, -1.933], [-4.782, 0.755, -3.526], [-0.089, 1.825, 5.795], [-2.385, 1.784, -4.813], [-4.106, -2.391, -0.099], [1.870, 3.174, 1.883], [-5.538, -1.942, 1.478], [3.573, -1.523, -1.140], [5.119, 2.424, 1.115], [4.818, 0.915, 3.958], [-2.266, 4.824, 0.876], [1.571, -0.596, -4.680]],
  "lowdin_charge": [-0.167, 0.088, 0.743, 0.114, 0.133, 0.086, -0.231, 0.113, 0.141, -0.130, -0.099, 0.102, 0.131, 0.139, 0.133, 0.126, -0.124, 0.127, 0.073, -0.570, -0.583, 0.120, 0.091, -0.089, -0.148, 0.081, 0.143, -0.150, 0.040, -0.234, 0.157, 0.070, 0.135, 0.144, 0.116, 0.130, 0.053, 0.132, 0.120, -0.051, 0.066, 0.146, 0.131, -0.166, -0.567, -0.260, -0.076, -0.540, 0.122, 0.132, 0.135, 0.126, -0.133, -0.612, 0.049, -0.132, 0.142, 0.047, -0.546, 0.129, -0.036, -0.538, 0.104, -0.094, -0.590, -0.219, 0.099, -0.254, -0.103, -0.079, 0.128, -0.130, 0.137, 0.105, 0.726, -0.225, 0.133, -0.124, 0.098, 0.124, 0.115, 0.124, 0.129, -0.097, -0.146, 0.130, 0.054, 0.102, -0.187, 0.102, -0.596, 0.139, 0.138, 0.124, 0.134, 0.117, -0.219, 0.104, 0.120, 0.079, 0.139, -0.195, 0.131, 0.134, 0.052, -0.098, 0.136, 0.079, 0.111, 0.140, 0.126, 0.124]
}